This record from the Open Molecules 2025 dataset describes a cluster of 2 separate species, C4H10NS in total in a non-equilibrium geometry. The level of theory is ωB97M-V with the def2-TZVPD basis set.

ORCA input file:
```
! wB97M-V def2-TZVPD RIJCOSX def2/J DEFGRID3
* xyz 1 1
S 2.392 -0.743 0.016
N -0.621 -1.237 -0.299
C -1.742 -0.951 0.591
C 0.580 1.386 0.716
C 1.121 0.256 -0.024
C 0.816 1.519 -0.759
H -1.971 0.017 0.514
H -1.041 -1.459 -1.162
H 0.017 1.548 -1.548
H -1.677 -1.252 1.542
H -0.429 1.252 0.987
H 2.551 -0.624 -1.348
H -0.053 -2.051 -0.060
H -2.662 -1.623 0.328
H 1.133 1.798 1.507
H 1.586 2.162 -0.999
*
```

Properties
Energy: -610.970370 hartree
LUMO level: -5.06 eV
Maximum force: 0.1106 Eh/bohr
Energy relative to the best compared isomer or geometry (same formula, charge and spin): 348.84 kJ/mol
E_HOMO: -14.420 eV

This record from the Open Molecules 2025 dataset describes a cluster of 2 separate species, C4H10NS in total in a non-equilibrium geometry. The level of theory is ωB97M-V with the def2-TZVPD basis set.

ORCA input file:
```
! wB97M-V def2-TZVPD RIJCOSX def2/J DEFGRID3
* xyz 1 1
S -1.711 -0.035 3.591
N -0.455 -0.317 -2.687
C 0.587 0.201 -0.602
C 0.780 -0.296 0.787
C -0.328 -0.550 -1.378
C 1.542 0.970 -1.122
H -0.147 0.519 -3.169
H 1.620 0.161 1.240
H -2.236 -0.312 4.719
H -0.883 -0.990 -3.265
H 2.463 1.213 -0.660
H -0.181 -0.024 1.359
H -0.738 -1.427 -0.850
H 0.758 -1.360 0.648
H -2.643 0.900 3.484
H 1.571 1.349 -2.094
*
```

Properties
Energy: -611.029972 hartree
LUMO level: -5.93 eV
Maximum force: 0.0681 Eh/bohr
Energy relative to the best compared isomer or geometry (same formula, charge and spin): 192.36 kJ/mol
E_HOMO: -12.423 eV

This record from the Open Molecules 2025 dataset describes the ion C4H10NS2 with charge +1 in a non-equilibrium geometry. The level of theory is ωB97M-V with the def2-TZVPD basis set.

ORCA input file:
```
! wB97M-V def2-TZVPD RIJCOSX def2/J DEFGRID3
* xyz 1 1
S 1.390 -1.262 -2.043
S -1.379 -0.271 -1.607
N 0.785 0.121 0.266
C -2.593 0.015 -0.305
C 0.130 1.000 1.214
C 2.117 -0.253 0.463
C 0.301 -0.455 -0.820
H 0.315 -1.932 -2.593
H -3.565 -0.067 -0.866
H -2.298 0.995 0.237
H 2.749 0.480 -0.136
H 0.988 1.193 1.945
H -0.854 0.702 1.573
H 2.274 -1.310 0.078
H -2.656 -0.857 0.345
H -0.120 2.005 0.766
H 2.416 -0.105 1.481
*
```

Properties
Energy: -1009.226678 hartree
LUMO level: -4.50 eV
Maximum force: 0.0784 Eh/bohr
Energy relative to the best compared isomer or geometry (same formula, charge and spin): 103.30 kJ/mol
E_HOMO: -13.807 eV

This record from the Open Molecules 2025 dataset describes a cluster of 3 separate species, C4H10O in total in a non-equilibrium geometry. The level of theory is ωB97M-V with the def2-TZVPD basis set.

ORCA input file:
```
! wB97M-V def2-TZVPD RIJCOSX def2/J DEFGRID3
* xyz 0 1
O -1.128 1.303 0.558
C -1.789 -0.816 -0.393
C -0.853 0.140 0.309
C 1.756 0.998 0.091
C 0.796 -0.077 -0.381
H -2.050 -0.395 -1.370
H 0.508 0.093 -1.423
H 0.179 -0.546 1.075
H -1.337 -1.803 -0.540
H 2.631 1.057 -0.567
H 1.202 -1.097 -0.328
H -2.703 -0.921 0.199
H 2.108 0.811 1.113
H -0.574 -0.719 1.588
H 1.253 1.972 0.070
*
```

Properties
Energy: -233.500534 hartree
LUMO level: 1.07 eV
Maximum force: 0.0766 Eh/bohr
Energy relative to the best compared isomer or geometry (same formula, charge and spin): 379.16 kJ/mol
E_HOMO: -8.909 eV

- energy relative to the best compared isomer or geometry (same formula, charge and spin) of number 1 (C4H10NS)?
  348.84 kJ/mol

- Look up the energy relative to the best compared isomer or geometry (same formula, charge and spin) of the second one.
  192.36 kJ/mol